Entry from the OMol25 dataset: C9H14N2 in the gas phase in a non-equilibrium geometry (the ωB97M-V functional and the def2-TZVPD basis).

Geometry as ORCA input:
```
! RIJCOSX wB97M-V def2-TZVPD def2/J DEFGRID3
* xyz 0 1
C 0.095 -0.226 1.920
C 1.317 -0.142 1.431
C 2.223 0.937 2.229
C 1.877 -0.755 0.227
C 1.263 -0.093 -1.001
C -0.157 -0.465 -1.365
C -0.789 -1.753 -1.665
N -2.114 -1.553 -1.833
N -2.305 -0.261 -1.751
C -3.685 0.145 -1.849
C -1.222 0.375 -1.401
H 0.001 0.315 2.855
H -0.800 -0.597 1.449
H 1.941 2.031 2.066
H 3.322 0.927 2.116
H 1.927 0.800 3.273
H 1.617 -1.835 0.202
H 2.936 -0.799 0.163
H 1.946 -0.273 -1.794
H 1.274 1.063 -0.928
H -0.474 -2.770 -1.662
H -4.077 0.922 -1.162
H -3.960 0.664 -2.746
H -4.219 -0.724 -1.618
H -1.190 1.484 -1.183
*
```

The calculation puts the frontier orbital gap at 9.76 eV. As for the total energy: -12537.8461 eV. For the energy above the lowest of the compared OMol25 structures with the same formula, charge and spin, the calculation gives 249.8 kJ/mol. As for the SMILES: C=C(C)CCc1cnn(C)c1. The LUMO energy is 0.944 eV.

These are the Löwdin partial charges, in e, on atoms 1 to 2:
1. C 0.031
2. C -0.338